Computed, not measured: one molecule with the formula C4H5N5O2 in a non-equilibrium geometry, with wB97M-V/def2-TZVPD.

Geometry as XYZ:
```
16
Properties=species:S:1:pos:R:3:lowdin_charge:R:1
C 3.42030 -0.92125 -0.30430 -0.268
C 1.48722 -1.50858 0.98719 -0.096
C 1.24414 0.26942 -0.38103 -0.134
C -1.24190 0.60930 0.30980 0.028
N 4.50510 -1.09806 -0.63858 0.185
N 0.29572 -1.13392 1.05442 0.083
N 2.16991 -0.71547 0.05109 -0.005
N 0.04712 -0.18519 0.15759 -0.120
N 1.96466 1.69488 0.16300 -0.344
O 1.37628 2.68622 -0.16791 0.051
O 2.91083 1.69240 0.90894 0.078
H 1.90361 -2.41780 1.39772 0.142
H 1.26663 0.55281 -1.41622 0.160
H -1.38824 0.72314 1.40659 0.105
H -1.07469 1.59679 -0.16322 0.085
H -2.07298 0.34659 -0.25341 0.050
```

Properties
HOMO-LUMO gap = 9.57 eV
Spin multiplicity = 1
Total charge = 0
ΔE to the lowest compared entry with this formula, charge and spin = 84.4 kcal/mol
Structure (SMILES) = CN1N=CN(C#N)[C@@H]1[N+](=O)[O-]
HOMO energy = -9.14 eV
Lowest unoccupied orbital energy = 0.0161 hartree